Entry 1:
DFT (wB97M-V/def2-TZVPD) results for C2H3CaFO as an isolated structure.

- F_max (eV/A) = 10.47
- multiplicity = 1
- HOMO level (alpha / beta) (hartree) = -0.66772 / -0.63467
- charge = +2
- LUMO energy (alpha / beta) (Ha) = -0.401 / -0.396
- energy (Eh) = -929.70806

Each line ends with the Löwdin charge.
CARTESIAN COORDINATES (ANGSTROEM)
1 H -1.459 -0.117 0.659  0.335
2 O -1.011 -0.333 -0.481  -0.359
3 C 0.220 -0.091 0.026  -0.360
4 C 1.153 0.748 0.763  0.010
5 Ca -1.733 -0.343 -2.433  1.874
6 H 0.822 -0.996 -0.219  0.149
7 H -0.311 0.961 0.728  0.218
8 F 2.319 0.171 0.958  0.134

Entry 2:
DFT (wB97M-V/def2-TZVPD) results for C2H3CdO as an isolated structure.

- F_max (eV/A) = 3.40
- expectation value of S² = 0.75
- multiplicity = 2
- HOMO level (alpha / beta) (hartree) = -0.29992 / -0.29984
- LUMO energy (alpha / beta) (Ha) = 0.023 / -0.065
- energy (Eh) = -320.87794

Each line ends with the Löwdin charge.
CARTESIAN COORDINATES (ANGSTROEM)
1 C -0.575 -1.571 0.343  -0.052
2 C -0.875 -0.462 -0.364  -0.463
3 O -0.157 0.633 -0.466  -0.568
4 Cd 1.600 1.262 -0.308  0.918
5 H 0.271 -1.594 1.035  0.031
6 H -1.146 -2.485 0.181  0.034
7 H -1.787 -0.474 -0.985  0.100

Entry 3:
DFT (wB97M-V/def2-TZVPD) results for C2H3CdO as an isolated structure.

- F_max (eV/A) = 7.84
- multiplicity = 1
- HOMO level (hartree) = -0.50835
- charge = +1
- LUMO energy (Ha) = -0.267
- energy (Eh) = -320.45661

Each line ends with the Löwdin charge.
CARTESIAN COORDINATES (ANGSTROEM)
1 O 0.759 -1.313 0.142  -0.234
2 C 0.478 -0.244 -0.658  -0.297
3 Cd -1.509 0.356 -0.214  1.373
4 H 1.692 -1.556 0.154  0.118
5 C 0.939 0.587 0.647  -0.052
6 H 1.117 1.638 0.406  0.016
7 H 1.507 0.315 1.544  0.077

Entry 4:
DFT (wB97M-V/def2-TZVPD) results for C2H3CdO as an isolated structure.

- F_max (eV/A) = 5.31
- multiplicity = 1
- HOMO level (hartree) = -0.53369
- charge = +1
- LUMO energy (Ha) = -0.242
- energy (Eh) = -320.55341

Each line ends with the Löwdin charge.
CARTESIAN COORDINATES (ANGSTROEM)
1 O 0.828 -1.023 0.318  -0.229
2 C -0.328 -0.718 0.236  -0.220
3 C -1.227 0.138 -0.230  0.085
4 H -2.029 -0.290 -0.836  0.097
5 H -1.643 0.887 0.451  0.102
6 H 1.745 1.241 -0.176  -0.060
7 Cd 2.654 -0.237 0.238  1.225

Entry 5:
DFT (wB97M-V/def2-TZVPD) results for C2H3CeLiO2 as an isolated structure.

- F_max (eV/A) = 6.92
- expectation value of S² = 2.02
- multiplicity = 3
- HOMO level (alpha / beta) (hartree) = -0.55058 / -0.55353
- charge = +2
- LUMO energy (alpha / beta) (Ha) = -0.344 / -0.343
- energy (Eh) = -710.41830

Each line ends with the Löwdin charge.
CARTESIAN COORDINATES (ANGSTROEM)
1 H -4.698 -0.609 -0.263  0.165
2 O 1.446 -0.380 -0.197  -0.263
3 C 0.822 -1.489 -0.205  -0.240
4 C -0.589 -1.488 -0.054  -0.272
5 O -1.187 -0.357 0.148  -0.407
6 Li -3.122 -0.221 0.355  0.741
7 Ce 0.342 1.439 0.052  1.995
8 H 1.372 -2.431 -0.304  0.148
9 H -1.159 -2.422 -0.013  0.132

Entry 6:
DFT (wB97M-V/def2-TZVPD) results for C2H3CeO2 as an isolated structure.

- F_max (eV/A) = 4.71
- expectation value of S² = 0.76
- multiplicity = 2
- HOMO level (alpha / beta) (hartree) = -0.62614 / -0.62773
- charge = +2
- LUMO energy (alpha / beta) (Ha) = -0.424 / -0.400
- energy (Eh) = -702.78036

Each line ends with the Löwdin charge.
CARTESIAN COORDINATES (ANGSTROEM)
1 C -1.991 0.217 -0.037  -0.099
2 C -1.524 -1.108 -0.123  -0.263
3 O -0.195 -1.346 -0.074  -0.300
4 O -0.963 1.099 0.158  -0.130
5 H -2.151 -1.713 -0.804  0.171
6 H -1.288 2.002 0.259  0.148
7 Ce 1.457 0.225 -0.199  2.211
8 H -2.469 -0.702 0.899  0.261

Entry 7:
DFT (wB97M-V/def2-TZVPD) results for one molecule with the formula C2H3Cl2FS.

- F_max (eV/A) = 3.48
- SMILES string = FC(Cl)(Cl)CS
- multiplicity = 1
- HOMO level (hartree) = -0.34959
- LUMO energy (Ha) = 0.026
- energy (Eh) = -1496.42402

Each line ends with the Löwdin charge.
CARTESIAN COORDINATES (ANGSTROEM)
1 C 0.813 -0.615 -0.728  -0.639
2 C -0.413 -0.027 0.145  -1.316
3 H 2.660 -0.923 0.886  -0.117
4 H 0.842 -0.217 -1.745  0.071
5 H 0.738 -1.631 -0.735  0.021
6 F 0.027 -0.166 1.440  -0.106
7 S 2.339 -0.087 -0.122  0.758
8 Cl -1.791 -1.077 -0.179  0.655
9 Cl -0.816 1.637 -0.169  0.673

Entry 8:
DFT (wB97M-V/def2-TZVPD) results for a 2-piece molecular cluster, C2H3Cl2N overall.

- F_max (eV/A) = 5.96
- SMILES string = Cl[C@@H]1C=N1.Cl
- multiplicity = 1
- HOMO level (hartree) = -0.37615
- LUMO energy (Ha) = 0.019
- energy (Eh) = -1053.04452

Each line ends with the Löwdin charge.
CARTESIAN COORDINATES (ANGSTROEM)
1 C -1.409 0.176 0.292  -0.766
2 C -0.021 -0.180 0.536  -0.151
3 N -0.863 -1.210 0.550  0.101
4 Cl -1.957 0.319 -1.345  0.594
5 Cl 2.525 0.364 -1.381  0.451
6 H -2.149 0.500 1.059  0.094
7 H 1.030 0.078 0.642  0.042
8 H 2.843 -0.046 -0.353  -0.364

Entry 9:
DFT (wB97M-V/def2-TZVPD) results for one molecule with the formula C2H3Cl2N.

- F_max (eV/A) = 4.78
- SMILES string = Cl[C@H]1N[C@@H]1Cl
- multiplicity = 1
- HOMO level (hartree) = -0.32313
- LUMO energy (Ha) = 0.035
- energy (Eh) = -1053.05565

Each line ends with the Löwdin charge.
CARTESIAN COORDINATES (ANGSTROEM)
1 C -0.875 -0.182 0.315  -0.654
2 C 0.879 -0.171 -0.156  -0.661
3 N -0.077 0.902 -0.213  -0.125
4 Cl -1.111 0.100 1.994  0.624
5 Cl 1.658 -1.026 -1.458  0.601
6 H -1.560 -0.807 -0.189  0.067
7 H 1.286 -0.227 0.792  0.034
8 H -0.200 1.411 -1.085  0.113

Entry 10:
DFT (wB97M-V/def2-TZVPD) results for a 2-piece molecular cluster, C2H3Cl2N overall.

- F_max (eV/A) = 2.09
- multiplicity = 1
- HOMO level (alpha / beta) (hartree) = -0.30521 / -0.32506
- LUMO energy (alpha / beta) (Ha) = -0.033 / 0.002
- energy (Eh) = -1052.99462

Each line ends with the Löwdin charge.
CARTESIAN COORDINATES (ANGSTROEM)
1 C 0.395 1.487 0.469  -0.537
2 C -1.499 -0.382 -0.791  -0.683
3 N -1.739 -1.544 -1.195  0.013
4 Cl -0.469 2.831 -0.015  0.544
5 Cl -2.615 0.852 -0.920  0.615
6 H 1.162 1.114 -0.178  0.000
7 H 0.162 1.048 1.416  0.001
8 H -1.019 -2.248 -1.099  0.047

Repeat the eighth record exactly.
DFT (wB97M-V/def2-TZVPD) results for a 2-piece molecular cluster, C2H3Cl2N overall.

- F_max (eV/A) = 5.96
- SMILES string = Cl[C@@H]1C=N1.Cl
- multiplicity = 1
- HOMO level (hartree) = -0.37615
- LUMO energy (Ha) = 0.019
- energy (Eh) = -1053.04452

Each line ends with the Löwdin charge.
CARTESIAN COORDINATES (ANGSTROEM)
1 C -1.409 0.176 0.292  -0.766
2 C -0.021 -0.180 0.536  -0.151
3 N -0.863 -1.210 0.550  0.101
4 Cl -1.957 0.319 -1.345  0.594
5 Cl 2.525 0.364 -1.381  0.451
6 H -2.149 0.500 1.059  0.094
7 H 1.030 0.078 0.642  0.042
8 H 2.843 -0.046 -0.353  -0.364

- multiplicity of number 3 (C2H3CdO)?
  1

- Which of these has the highest F_max?
  C2H3CaFO